1.
DFT (ωB97M-V/def2-TZVPD) results for C46H60N4P2Rh as an isolated structure.

Each line ends with the Mulliken charge.
Positions of all 113 atoms, in Å:
Rh (0.120, -0.028, 0.038)  0.80
C (-0.875, 4.944, -3.821)  -0.98
C (-1.392, 3.560, -4.221)  -1.23
C (-0.674, 2.458, -3.514)  0.68
C (0.369, 1.686, -3.959)  0.50
C (1.077, 1.752, -5.277)  -1.13
C (2.334, 2.620, -5.215)  -0.87
C (0.719, 0.850, -2.863)  -0.63
C (1.877, -0.022, -2.873)  -2.35
C (2.796, -1.283, -1.306)  1.48
C (3.945, -2.235, -0.971)  1.03
C (5.234, -2.616, -1.661)  -1.70
C (6.420, -1.801, -1.142)  -1.26
C (3.689, -2.750, 0.241)  0.52
C (2.467, -2.151, 0.749)  -2.33
C (1.924, -2.517, 1.964)  0.22
C (0.759, -2.002, 2.483)  -0.55
N (-0.040, -1.026, 1.913)  0.15
C (-1.034, -0.842, 2.826)  -0.28
C (-2.070, 0.111, 2.750)  -0.55
C (-2.268, 1.003, 1.771)  -0.33
N (-1.544, 1.130, 0.582)  -0.17
C (-2.164, 2.146, -0.081)  -0.05
C (-1.897, 2.596, -1.357)  -0.61
C (-0.931, 2.048, -2.164)  -1.05
N (-0.061, 1.045, -1.791)  1.71
C (-3.255, 2.721, 0.695)  0.48
C (-3.329, 2.004, 1.831)  0.50
C (-4.253, 2.179, 2.991)  -1.35
C (-3.597, 2.943, 4.144)  -0.97
C (-4.069, 3.899, 0.267)  -1.10
C (-3.316, 5.221, 0.429)  -1.06
C (-0.900, -1.694, 3.958)  0.41
C (0.235, -2.428, 3.744)  0.82
C (0.872, -3.436, 4.645)  -1.22
C (2.019, -2.845, 5.470)  -1.05
C (-1.801, -1.711, 5.152)  -1.40
C (-1.485, -0.594, 6.146)  -0.85
N (1.970, -1.260, -0.104)  1.02
C (4.443, -3.803, 0.992)  -1.54
C (3.798, -5.181, 0.821)  -1.22
H (-1.421, 5.730, -4.341)  0.43
H (0.183, 5.047, -4.068)  0.23
H (-0.979, 5.111, -2.748)  0.16
H (-1.280, 3.428, -5.299)  0.43
H (-2.464, 3.490, -4.021)  0.46
H (0.394, 2.150, -6.030)  0.59
H (1.335, 0.745, -5.616)  0.35
H (2.085, 3.638, -4.910)  0.21
H (2.831, 2.668, -6.185)  0.45
H (3.051, 2.224, -4.492)  0.08
H (2.287, 0.091, -3.865)  0.58
H (5.185, -2.555, -2.737)  0.28
H (5.410, -3.673, -1.446)  0.72
H (6.291, -0.738, -1.351)  0.26
H (7.348, -2.125, -1.613)  0.44
H (6.531, -1.911, -0.063)  0.33
H (2.441, -3.264, 2.544)  0.47
H (-2.751, 0.137, 3.588)  0.31
H (-2.503, 3.397, -1.750)  0.45
H (-4.597, 1.201, 3.337)  0.42
H (-5.145, 2.712, 2.660)  0.42
H (-2.703, 2.431, 4.501)  0.20
H (-4.287, 3.045, 4.981)  0.37
H (-3.300, 3.942, 3.826)  0.27
H (-4.987, 3.928, 0.858)  0.36
H (-4.390, 3.773, -0.770)  0.42
H (-3.050, 5.385, 1.474)  0.27
H (-3.926, 6.061, 0.098)  0.40
H (-2.391, 5.225, -0.148)  0.25
H (1.234, -4.285, 4.060)  0.40
H (0.114, -3.841, 5.318)  0.40
H (2.800, -2.440, 4.825)  0.26
H (2.466, -3.602, 6.114)  0.40
H (1.662, -2.031, 6.101)  0.24
H (-1.709, -2.678, 5.651)  0.40
H (-2.846, -1.647, 4.836)  0.44
H (-0.461, -0.681, 6.512)  0.24
H (-2.156, -0.629, 7.004)  0.38
H (-1.579, 0.390, 5.682)  0.12
H (4.491, -3.533, 2.050)  0.43
H (5.477, -3.843, 0.652)  0.54
H (2.760, -5.180, 1.156)  0.26
H (4.336, -5.939, 1.387)  0.43
H (3.804, -5.474, -0.230)  0.34
C (-0.942, -1.975, -3.279)  -1.27
P (0.163, -1.949, -1.835)  1.05
C (0.229, -3.675, -1.278)  -1.09
C (1.827, -1.539, -2.527)  1.76
C (2.531, -2.224, -3.664)  -0.81
C (3.654, -1.702, -4.186)  -1.48
C (4.465, -0.541, -3.715)  -1.31
C (4.270, 0.270, -2.662)  -1.15
C (3.019, 0.173, -1.831)  2.26
P (2.505, 1.294, -0.456)  0.89
C (3.887, 1.202, 0.721)  -1.24
C (2.583, 2.979, -1.137)  -1.09
H (-0.632, -2.709, -4.027)  0.40
H (-0.974, -0.988, -3.739)  0.24
H (-1.947, -2.226, -2.938)  0.51
H (0.750, -4.314, -1.993)  0.39
H (-0.793, -4.041, -1.168)  0.53
H (0.724, -3.736, -0.310)  0.14
H (2.134, -3.141, -4.086)  0.44
H (4.102, -2.232, -5.019)  0.44
H (5.382, -0.403, -4.276)  0.42
H (5.026, 1.013, -2.430)  0.43
H (4.817, 1.558, 0.274)  0.35
H (4.017, 0.169, 1.045)  0.24
H (3.658, 1.814, 1.593)  0.49
H (3.555, 3.196, -1.587)  0.40
H (2.406, 3.692, -0.331)  0.53
H (1.804, 3.110, -1.890)  0.10

Results
Net charge: +1
HOMO-LUMO gap (alpha / beta) in eV: 5.7 / 5.6
Spin multiplicity: 5
HOMO energy (alpha / beta) in eV: -8.040 / -10.150
F_max in hartree/bohr: 0.011


2.
DFT (ωB97M-V/def2-TZVPD) results for C27H53AlBr3F2IMgN4O7P as an isolated structure in a non-equilibrium geometry.

Each line ends with the Mulliken charge.
Positions of all 100 atoms, in Å:
F (7.922, 2.317, 2.357)  -0.28
C (6.644, 2.598, 1.999)  0.66
C (6.552, 3.704, 0.897)  -1.02
N (5.111, 3.988, 0.885)  0.23
C (4.602, 4.997, 1.580)  0.12
C (3.229, 5.150, 1.558)  -0.81
C (2.440, 4.242, 0.861)  -0.27
C (3.056, 3.204, 0.167)  -0.76
I (2.111, 1.664, -0.883)  0.20
C (4.396, 3.127, 0.196)  -0.07
H (6.065, 1.696, 1.620)  -0.23
H (6.026, 2.975, 2.829)  0.39
H (6.844, 3.360, -0.103)  0.34
H (7.148, 4.589, 1.139)  0.34
H (5.218, 5.674, 2.164)  0.40
H (2.788, 5.962, 2.129)  0.42
H (1.355, 4.301, 0.836)  0.50
H (4.932, 2.334, -0.318)  0.89
F (3.716, 2.248, 2.592)  -0.73
Al (6.123, 0.044, 0.417)  0.30
C (4.878, 2.221, 6.428)  -1.54
C (6.312, 2.006, 5.967)  0.11
N (7.235, 3.032, 6.407)  0.26
C (8.525, 2.958, 5.744)  -0.23
C (9.388, 1.716, 5.995)  -1.12
C (7.268, 3.283, 7.835)  -0.51
C (7.625, 2.115, 8.764)  -1.12
H (4.504, 3.195, 6.108)  0.30
H (4.233, 1.455, 5.994)  0.43
H (4.782, 2.150, 7.512)  0.38
H (6.302, 2.001, 4.872)  -0.02
H (6.634, 1.001, 6.282)  0.27
H (9.109, 3.848, 5.994)  0.43
H (8.349, 3.034, 4.666)  -0.07
H (9.859, 1.742, 6.976)  0.29
H (10.193, 1.677, 5.258)  0.45
H (8.820, 0.790, 5.905)  0.26
H (6.289, 3.662, 8.137)  0.03
H (7.949, 4.113, 8.038)  0.43
H (7.131, 1.185, 8.476)  0.24
H (7.312, 2.350, 9.782)  0.41
H (8.699, 1.939, 8.796)  0.30
O (3.300, -1.144, -3.341)  -0.61
P (2.076, -2.006, -3.127)  0.91
O (0.976, -1.095, -2.399)  -0.36
O (2.400, -3.182, -2.216)  -0.55
O (1.488, -2.467, -4.460)  -0.53
C (-3.414, 0.151, -5.759)  -1.87
C (-2.706, -0.930, -4.914)  1.46
C (-2.239, -2.068, -5.837)  -1.01
C (-3.397, -2.912, -6.368)  -0.62
C (-4.256, -3.458, -5.230)  -1.26
C (-4.725, -2.398, -4.217)  1.91
N (-3.613, -1.463, -3.817)  0.85
O (-2.944, -2.032, -2.984)  -0.35
C (-5.908, -1.590, -4.784)  -1.46
C (-5.340, -3.121, -3.016)  -2.08
C (-1.499, -0.189, -4.338)  -1.03
H (-2.685, 0.674, -6.375)  0.48
H (-4.148, -0.242, -6.457)  0.37
H (-3.902, 0.894, -5.125)  0.41
H (-1.539, -2.719, -5.303)  0.24
H (-1.681, -1.647, -6.673)  0.46
H (-4.013, -2.330, -7.058)  0.35
H (-2.997, -3.746, -6.948)  0.46
H (-5.127, -3.965, -5.645)  0.40
H (-3.676, -4.225, -4.706)  0.44
H (-6.165, -0.767, -4.117)  0.13
H (-6.793, -2.217, -4.875)  0.52
H (-5.735, -1.184, -5.778)  0.26
H (-4.655, -3.840, -2.562)  0.47
H (-6.220, -3.683, -3.322)  0.43
H (-5.654, -2.414, -2.246)  0.38
H (-1.822, 0.627, -3.686)  0.50
H (-0.905, 0.246, -5.139)  0.43
H (-0.840, -0.830, -3.767)  -0.24
Br (-6.556, 0.497, -1.534)  -0.14
C (-8.488, 0.726, -1.409)  -0.56
C (-9.218, -0.257, -2.285)  -0.25
Br (-9.149, 0.271, -4.159)  -0.14
H (-8.700, 1.760, -1.661)  0.39
H (-8.725, 0.554, -0.361)  0.36
H (-10.277, -0.276, -2.035)  0.39
H (-8.817, -1.266, -2.225)  -0.02
Br (-0.270, -2.714, -2.623)  0.10
Mg (3.532, 0.327, 1.274)  0.61
O (5.735, 6.106, 8.575)  -0.62
H (5.612, 5.373, 7.957)  0.35
C (-8.811, -4.881, -2.492)  0.10
O (-8.162, -3.857, -2.655)  -0.57
N (-8.692, -5.705, -1.443)  0.11
C (-9.497, -6.907, -1.311)  -0.93
C (-7.726, -5.384, -0.404)  -0.85
H (-9.568, -5.212, -3.221)  0.31
H (-10.086, -6.851, -0.395)  0.35
H (-8.842, -7.779, -1.265)  0.35
H (-10.169, -7.013, -2.160)  0.29
H (-7.964, -4.411, 0.027)  0.29
H (-6.727, -5.334, -0.838)  0.22
H (-7.748, -6.143, 0.374)  0.38

Results
Net charge: +1
HOMO-LUMO gap in eV: 1.1
Energy above the lowest of the compared OMol25 structures with the same formula, charge and spin in kJ/mol: 0.0
HOMO energy in eV: -8.005
F_max in hartree/bohr: 0.125


3.
DFT (ωB97M-V/def2-TZVPD) results for C5H8N2 as an isolated structure.

Each line ends with the Mulliken charge.
Positions of all 15 atoms, in Å:
C (2.322, 0.221, -0.164)  -1.00
N (0.999, -0.055, 0.489)  0.20
C (0.451, -1.257, 0.552)  -0.33
C (-0.922, -1.210, 0.281)  -0.67
C (-1.173, 0.103, -0.130)  0.63
N (-2.394, 0.658, -0.324)  -0.46
C (0.076, 0.818, -0.159)  -0.67
H (1.143, 0.649, -1.113)  0.45
H (2.585, 1.253, 0.088)  0.23
H (3.072, -0.386, 0.391)  0.20
H (1.073, -2.138, 0.670)  0.37
H (-1.644, -2.008, 0.399)  0.35
H (-3.203, 0.062, -0.245)  0.22
H (-2.487, 1.448, -0.941)  0.23
H (0.103, 1.843, 0.204)  0.26

Results
HOMO-LUMO gap in eV: 7.6
Energy above the lowest of the compared OMol25 structures with the same formula, charge and spin in kJ/mol: 447.0
HOMO energy in eV: -6.951
F_max in hartree/bohr: 0.019


4.
DFT (ωB97M-V/def2-TZVPD) results for one molecule with the formula C24H31N3O4S.

Each line ends with the Mulliken charge.
Positions of all 63 atoms, in Å:
C (1.552, 1.925, -3.390)  -0.92
C (2.762, 1.585, -2.528)  -0.51
O (2.485, 1.634, -1.139)  -0.54
C (1.712, 0.653, -0.572)  0.92
C (1.305, -0.508, -1.205)  -0.10
C (0.510, -1.431, -0.541)  -1.31
N (0.060, -2.619, -1.124)  -0.01
C (-0.269, -2.884, -2.407)  0.16
S (-0.081, -1.833, -3.677)  -0.45
N (-0.759, -4.118, -2.686)  -0.11
C (-1.335, -5.092, -1.793)  -1.24
C (-2.866, -4.934, -1.667)  0.34
C (-3.315, -3.597, -1.059)  -0.13
C (-4.563, -3.263, -1.873)  -0.75
C (-4.176, -3.833, -3.235)  -0.39
O (-3.459, -5.024, -2.956)  -0.49
C (0.149, -1.218, 0.800)  0.89
O (-0.607, -2.217, 1.370)  -0.50
C (-1.145, -2.022, 2.665)  -0.54
C (-2.326, -1.059, 2.675)  -0.98
C (0.578, -0.071, 1.443)  -0.37
C (1.345, 0.869, 0.767)  -0.93
N (1.785, 2.053, 1.360)  -0.17
C (1.489, 2.565, 2.586)  0.66
O (0.801, 2.010, 3.420)  -0.69
C (2.149, 3.885, 2.840)  0.40
C (2.843, 4.013, 4.039)  -0.72
C (3.494, 5.188, 4.358)  -0.61
C (3.437, 6.257, 3.480)  -0.54
C (2.719, 6.145, 2.303)  -0.68
C (2.064, 4.968, 1.961)  0.93
C (1.269, 4.918, 0.688)  -1.74
H (1.859, 1.990, -4.430)  0.37
H (1.133, 2.881, -3.085)  0.28
H (0.782, 1.164, -3.305)  0.28
H (3.173, 0.608, -2.803)  0.32
H (3.544, 2.338, -2.664)  0.40
H (1.580, -0.715, -2.223)  0.67
H (-0.264, -3.272, -0.421)  0.27
H (-1.050, -4.222, -3.649)  0.29
H (-0.879, -5.043, -0.802)  0.34
H (-1.131, -6.080, -2.214)  0.41
H (-3.240, -5.779, -1.070)  0.33
H (-3.505, -3.679, 0.009)  0.37
H (-2.560, -2.828, -1.224)  -0.06
H (-4.775, -2.197, -1.913)  0.37
H (-5.432, -3.790, -1.478)  0.31
H (-5.029, -4.099, -3.861)  0.35
H (-3.537, -3.125, -3.781)  0.21
H (-0.366, -1.689, 3.359)  0.37
H (-1.473, -3.022, 2.968)  0.41
H (-2.753, -1.019, 3.673)  0.39
H (-2.011, -0.059, 2.390)  0.33
H (-3.088, -1.395, 1.975)  0.23
H (0.326, 0.135, 2.468)  0.83
H (2.386, 2.593, 0.754)  0.25
H (2.864, 3.170, 4.715)  0.45
H (4.038, 5.273, 5.287)  0.40
H (3.940, 7.183, 3.717)  0.39
H (2.657, 6.992, 1.634)  0.41
H (1.897, 4.616, -0.151)  0.31
H (0.438, 4.220, 0.764)  0.32
H (0.872, 5.906, 0.460)  0.49

Results
HOMO-LUMO gap in eV: 8.2
Energy above the lowest of the compared OMol25 structures with the same formula, charge and spin in kJ/mol: 114.9
HOMO energy in eV: -7.481
F_max in hartree/bohr: 0.018


Computed values of total energy (unit: eV) for the preceding records, in sequence: -76215.756; -294124.004; -8290.364; -48887.477.